Entry 1:
Here is a molecular structure, C23H18N3O6SSr at a distorted geometry from the Open Molecules 2025 dataset. Energies are from ωB97M-V with the def2-TZVPD basis set.

Geometry as ORCA input:
```
! wB97M-V def2-TZVPD RIJCOSX def2/J DEFGRID3
* xyz 1 1
Sr -20.270 3.205 0.877
O -21.220 0.136 -2.450
C -21.060 1.250 -1.656
O -19.995 1.514 -1.054
C -22.294 2.025 -1.570
C -23.502 1.555 -2.046
C -24.592 2.432 -2.089
C -24.443 3.667 -1.435
C -23.238 3.980 -0.736
N -22.143 3.204 -0.898
C -23.014 5.119 0.248
O -23.854 6.188 0.295
O -22.019 5.192 0.954
H -20.315 -0.279 -2.522
H -23.608 0.515 -2.450
H -25.554 2.183 -2.502
H -25.297 4.335 -1.426
H -24.569 6.128 -0.340
C -13.158 1.495 -2.809
C -14.313 2.092 -2.022
C -13.910 3.048 -1.103
C -14.851 3.743 -0.340
C -16.201 3.461 -0.475
C -16.605 2.371 -1.297
C -15.674 1.640 -2.038
S -17.350 4.558 0.392
O -16.562 5.680 0.830
O -18.527 4.746 -0.516
N -18.001 3.767 1.654
C -17.374 3.107 2.690
C -16.045 3.342 3.169
C -15.436 2.442 3.986
C -16.172 1.472 4.614
C -17.581 1.398 4.435
C -18.461 0.542 5.203
C -19.796 0.403 4.938
C -20.262 1.089 3.767
N -19.502 1.856 2.986
C -18.199 2.118 3.388
H -12.648 2.324 -3.363
H -13.497 0.773 -3.590
H -12.468 1.055 -2.113
H -12.876 3.333 -1.021
H -14.497 4.579 0.264
H -17.673 2.108 -1.421
H -15.914 0.743 -2.574
H -15.478 4.173 2.750
H -14.383 2.501 4.194
H -15.752 0.707 5.247
H -17.998 0.050 6.018
H -20.491 -0.141 5.582
H -21.309 1.091 3.444
*
```

The HOMO-LUMO gap is 0.18134 hartree. The value obtained for the energy above the lowest of the compared OMol25 structures with the same formula, charge and spin is 0.188 eV. Its HOMO energy is -9.6 eV.

---

Entry 2:
Here is a molecular structure, C23H18N5RuS3Se at a distorted geometry from the Open Molecules 2025 dataset. Energies are from ωB97M-V with the def2-TZVPD basis set.

Geometry as ORCA input:
```
! wB97M-V def2-TZVPD RIJCOSX def2/J DEFGRID3
* xyz 0 2
Ru 0.161 -0.382 -0.517
C -0.746 1.810 -0.993
C -1.364 1.599 0.231
C -2.230 0.478 0.101
C -2.158 0.008 -1.198
C -1.224 0.812 -1.897
H -0.076 2.615 -1.243
H -1.258 2.222 1.108
H -2.874 0.093 0.877
H -2.756 -0.782 -1.628
H -1.025 0.776 -2.955
N 1.144 0.314 1.789
C 1.035 -0.733 2.742
C 1.854 -0.852 3.825
C 1.680 -1.906 4.753
C 0.684 -2.818 4.587
C -0.149 -2.751 3.441
C -1.156 -3.702 3.163
C -1.854 -3.625 1.997
C -1.544 -2.601 1.085
N -0.651 -1.671 1.328
C 0.046 -1.721 2.501
H 1.984 0.864 1.899
H 0.338 0.918 1.782
H 2.639 -0.120 3.985
H 2.336 -1.965 5.613
H 0.525 -3.609 5.310
H -1.351 -4.491 3.881
H -2.613 -4.353 1.743
H -2.039 -2.557 0.124
Se 2.507 0.377 -1.216
C 1.777 0.075 -2.871
N 1.278 -0.093 -3.901
S -3.416 -2.992 -5.512
C -2.458 -3.146 -4.174
S -1.058 -2.158 -3.916
C -0.774 -2.915 -2.362
N -1.652 -3.811 -2.072
N -2.587 -3.963 -3.084
C -3.604 -4.949 -2.844
C -4.193 -5.656 -3.880
C -5.140 -6.630 -3.589
C -5.503 -6.904 -2.281
C -4.910 -6.189 -1.248
C -3.965 -5.216 -1.525
S 0.591 -2.600 -1.324
H -3.917 -5.455 -4.903
H -5.596 -7.181 -4.402
H -6.236 -7.671 -2.065
H -5.186 -6.390 -0.219
H -3.491 -4.661 -0.729
*
```

The HOMO-LUMO gap (spin up / spin down) is 0.22896 / 0.24409 hartree. The value obtained for the energy above the lowest of the compared OMol25 structures with the same formula, charge and spin is 2.198 eV. Its HOMO energy (spin up / spin down) is -7.7 / -7.7 eV.

---

Entry 3:
Here is a molecular structure, C23H19AsN4O12S2V at a distorted geometry from the Open Molecules 2025 dataset. Energies are from ωB97M-V with the def2-TZVPD basis set.

Geometry as ORCA input:
```
! wB97M-V def2-TZVPD RIJCOSX def2/J DEFGRID3
* xyz -2 2
V -0.685 1.129 0.309
C 7.634 -3.398 2.387
C 6.254 -3.149 1.837
C 6.057 -2.414 0.673
C 4.782 -2.185 0.179
C 3.685 -2.708 0.843
C 3.866 -3.466 1.996
C 5.141 -3.676 2.491
S 2.004 -2.255 0.382
O 1.903 -2.580 -1.034
O 1.181 -3.055 1.271
N 1.852 -0.697 0.507
C 1.574 -0.041 1.687
C 2.083 -0.448 2.932
C 1.792 0.276 4.068
C 1.070 1.464 3.945
C 0.615 1.831 2.700
N 0.792 1.084 1.589
H 8.366 -2.719 1.948
H 7.946 -4.422 2.166
H 7.650 -3.271 3.470
H 6.918 -2.007 0.154
H 4.623 -1.597 -0.716
H 2.984 -3.857 2.484
H 5.282 -4.245 3.404
H 2.678 -1.343 2.986
H 2.147 -0.063 5.034
H 0.853 2.082 4.805
H 0.066 2.752 2.556
O -2.111 -2.942 1.719
As -1.222 -1.417 2.147
O -2.854 -0.734 3.028
O -1.212 -0.749 0.625
C -3.967 -0.758 2.312
C -4.948 -1.729 2.590
C -6.155 -1.741 1.923
C -6.429 -0.795 0.937
C -5.457 0.135 0.613
C -4.237 0.153 1.276
S -3.150 1.509 0.850
O -2.038 1.579 1.816
O -4.026 2.660 0.914
O -2.624 1.258 -0.510
H -2.074 -2.938 0.751
H -4.713 -2.465 3.348
H -6.900 -2.491 2.168
H -7.388 -0.795 0.436
H -5.627 0.876 -0.157
O 1.015 3.718 -4.380
C 1.276 2.430 -4.521
O 1.797 1.992 -5.532
C 0.905 1.563 -3.389
C 1.070 0.199 -3.305
N 0.621 -0.196 -2.099
N 0.206 0.844 -1.366
C 0.346 1.927 -2.139
C 0.043 3.204 -1.463
O 0.175 4.281 -2.096
O -0.270 3.083 -0.238
H 0.654 3.952 -3.445
H 1.471 -0.490 -4.028
H 0.772 -1.104 -1.666
*
```

The HOMO-LUMO gap (spin up / spin down) is 0.19869 / 0.12354 hartree. The value obtained for the energy above the lowest of the compared OMol25 structures with the same formula, charge and spin is 0.262 eV. Its HOMO energy (spin up / spin down) is -1.6 / 0.5 eV.

---

Entry 4:
Here is a molecular structure, C23H19CsFN5O4 at a distorted geometry from the Open Molecules 2025 dataset. Energies are from ωB97M-V with the def2-TZVPD basis set.

Geometry as ORCA input:
```
! wB97M-V def2-TZVPD RIJCOSX def2/J DEFGRID3
* xyz 0 1
Cs -2.249 1.337 0.419
C -6.391 1.390 -2.136
C -5.883 0.722 -0.887
C -6.062 1.295 0.368
C -5.597 0.663 1.514
C -4.934 -0.552 1.419
C -4.739 -1.129 0.171
C -5.214 -0.499 -0.968
H -6.862 0.662 -2.797
H -5.567 1.849 -2.688
H -7.114 2.170 -1.904
H -6.598 2.234 0.454
H -5.779 1.106 2.485
H -4.612 -1.069 2.315
H -4.246 -2.090 0.088
H -5.093 -0.971 -1.937
N 5.130 -7.580 -1.921
C 4.556 -6.668 -1.521
C 3.827 -5.534 -1.039
C 2.509 -5.341 -1.452
C 1.795 -4.253 -0.991
C 2.396 -3.338 -0.130
C 3.709 -3.529 0.283
C 4.421 -4.626 -0.164
N 1.664 -2.217 0.317
C 1.706 -1.631 1.565
C 0.813 -0.604 1.529
N 0.221 -0.541 0.287
C 0.743 -1.518 -0.406
H 2.049 -6.058 -2.117
H 0.762 -4.120 -1.280
H 4.178 -2.810 0.941
H 5.444 -4.778 0.151
H 2.331 -2.009 2.355
H 0.548 0.095 2.306
H 0.532 -1.725 -1.444
F 2.741 2.914 -2.710
C 2.899 3.420 -1.477
C 2.021 3.114 -0.512
N 2.132 3.599 0.765
C 1.223 3.213 1.845
C -0.233 2.877 1.462
O -0.722 3.317 0.400
O -0.824 2.143 2.282
C 3.193 4.416 1.122
O 3.349 4.852 2.244
N 4.070 4.701 0.096
C 4.035 4.287 -1.238
O 4.882 4.636 -2.029
H 1.175 2.482 -0.719
H 1.183 4.044 2.547
H 1.633 2.359 2.385
H 4.848 5.289 0.353
*
```

The HOMO-LUMO gap is 0.30231 hartree. The value obtained for the energy above the lowest of the compared OMol25 structures with the same formula, charge and spin is 0.774 eV. Its HOMO energy is -8.6 eV.

---

Entry 5:
Here is a molecular structure, C23H19N2O4OsS at a distorted geometry from the Open Molecules 2025 dataset. Energies are from ωB97M-V with the def2-TZVPD basis set.

Geometry as ORCA input:
```
! wB97M-V def2-TZVPD RIJCOSX def2/J DEFGRID3
* xyz 1 5
Os -0.964 -0.781 1.757
O 0.274 -1.600 0.535
C 0.678 -2.841 0.394
C 1.529 -3.161 -0.675
C 2.006 -4.439 -0.841
C 1.644 -5.458 0.052
C 0.799 -5.180 1.089
C 0.285 -3.880 1.291
C -0.625 -3.661 2.356
N -1.235 -2.542 2.636
C -2.131 -2.504 3.806
C -3.049 -1.288 3.686
N -2.290 -0.179 3.092
C -2.529 1.045 3.474
C -1.981 2.218 2.892
C -2.292 3.466 3.468
C -1.851 4.634 2.908
C -1.089 4.589 1.733
C -0.766 3.390 1.146
C -1.172 2.173 1.716
O -0.805 1.047 1.151
H 1.789 -2.363 -1.357
H 2.666 -4.663 -1.668
H 2.024 -6.459 -0.091
H 0.505 -5.969 1.771
H -0.837 -4.525 2.985
H -1.523 -2.415 4.711
H -2.723 -3.416 3.882
H -3.481 -1.018 4.650
H -3.869 -1.526 3.004
H -3.232 1.194 4.292
H -2.894 3.488 4.369
H -2.099 5.581 3.366
H -0.748 5.518 1.296
H -0.189 3.335 0.233
O 3.310 3.898 -6.492
C 3.179 2.564 -6.406
O 3.632 1.841 -7.243
C 2.428 2.041 -5.214
C 1.723 0.846 -5.363
C 0.993 0.335 -4.313
C 0.972 0.999 -3.071
S 0.012 0.393 -1.784
C 1.725 2.177 -2.916
C 2.434 2.694 -3.980
H 2.837 4.364 -5.795
H 1.755 0.342 -6.319
H 0.421 -0.576 -4.427
H 1.737 2.670 -1.954
H 3.014 3.598 -3.831
*
```

The HOMO-LUMO gap (spin up / spin down) is 0.26974 / 0.21888 hartree. Its HOMO energy (spin up / spin down) is -10.9 / -11.1 eV.

---

Entry 6:
Here is C23H19NO5S in the gas phase at a distorted geometry from the Open Molecules 2025 dataset. Energies are from ωB97M-V with the def2-TZVPD basis set.

Geometry as ORCA input:
```
! wB97M-V def2-TZVPD RIJCOSX def2/J DEFGRID3
* xyz 0 1
C -6.556 -0.303 -0.979
O -5.396 0.014 -1.749
C -4.170 -0.180 -1.231
C -3.085 0.151 -2.087
C -1.809 0.073 -1.598
C -1.520 -0.438 -0.327
C -0.146 -0.310 0.160
C 0.040 0.152 1.502
C 1.340 0.047 2.080
C 1.576 0.519 3.347
C 0.461 0.928 4.108
O 0.779 1.148 5.397
C 2.233 0.996 5.554
C 2.794 0.576 4.211
C -0.851 0.943 3.629
C -1.037 0.735 2.284
C -2.641 -0.846 0.458
C -3.941 -0.708 0.037
H -7.393 0.002 -1.611
H -6.566 -1.381 -0.780
H -6.555 0.242 -0.027
H -3.353 0.524 -3.076
H -0.990 0.302 -2.276
H 0.707 -1.158 -0.013
H 2.137 -0.375 1.467
H 2.598 1.978 5.871
H 2.394 0.249 6.339
H 3.308 -0.380 4.236
H 3.507 1.293 3.813
H -1.620 1.180 4.370
H -2.038 1.005 1.895
H -2.445 -1.356 1.389
H -4.774 -0.985 0.682
C 3.503 -1.429 -4.673
C 2.333 -1.615 -3.950
C 2.036 -0.791 -2.884
C 2.829 0.291 -2.537
C 3.996 0.542 -3.259
C 4.306 -0.323 -4.329
S 2.241 1.162 -1.151
O 3.136 1.025 -0.035
O 1.699 2.463 -1.422
N 0.837 0.122 -1.106
C 0.865 -0.937 -2.044
O 0.016 -1.824 -2.047
H 3.752 -2.127 -5.491
H 1.590 -2.380 -4.155
H 4.669 1.383 -3.043
H 5.205 -0.198 -4.948
*
```

The HOMO-LUMO gap is 0.26943 hartree. The value obtained for the energy above the lowest of the compared OMol25 structures with the same formula, charge and spin is 2.459 eV. As for the structure (SMILES): COc1ccc([C@H](c2ccc3c(c2)CCO3)N2C(=O)c3ccccc3S2(=O)=O)cc1. Its HOMO energy is -7.6 eV.

---

Entry 7:
Here is a molecular structure, C23H20AgN3SSe2Te2 from the Open Molecules 2025 dataset. Energies are from ωB97M-V with the def2-TZVPD basis set.

Geometry as ORCA input:
```
! wB97M-V def2-TZVPD RIJCOSX def2/J DEFGRID3
* xyz -2 1
Ag -0.790 0.922 2.714
Se 0.295 0.994 5.844
Te 0.046 -1.191 4.622
Te -2.560 -1.079 3.636
Se -2.502 -3.032 2.070
C 0.470 -3.689 -3.271
C -0.532 -3.337 -2.163
C -1.852 -4.080 -2.405
C 0.053 -3.816 -0.835
C -0.805 -1.832 -2.157
C -1.128 -1.174 -3.361
C -1.414 0.176 -3.418
C -1.379 0.910 -2.233
S -1.674 2.592 -1.925
C -1.366 2.305 -0.200
N -1.081 1.088 0.084
C -1.077 0.270 -1.032
C -0.798 -1.097 -0.985
C -1.417 3.393 0.817
C -1.720 4.691 0.396
C -1.768 5.722 1.318
C -1.502 5.434 2.656
C -1.199 4.136 3.049
C -1.150 3.055 2.156
H 0.677 -4.762 -3.253
H 1.413 -3.160 -3.119
H 0.099 -3.438 -4.266
H -1.675 -5.159 -2.419
H -2.306 -3.794 -3.358
H -2.561 -3.859 -1.605
H 0.236 -4.892 -0.895
H -0.610 -3.629 0.012
H 1.009 -3.328 -0.623
H -1.164 -1.746 -4.281
H -1.660 0.644 -4.363
H -0.639 -1.548 -0.013
H -1.922 4.906 -0.650
H -2.006 6.731 1.002
H -1.536 6.231 3.395
H -0.991 3.941 4.098
N 5.299 -2.474 1.001
C 4.626 -1.546 1.091
C 3.783 -0.371 1.213
C 4.329 0.890 1.002
C 3.505 1.993 1.110
C 2.163 1.778 1.409
N 1.648 0.574 1.611
C 2.434 -0.490 1.533
H 5.380 0.992 0.764
H 3.882 2.996 0.973
H 1.461 2.604 1.499
H 1.975 -1.447 1.755
*
```

The HOMO-LUMO gap is 0.15646 hartree. The value obtained for the energy above the lowest of the compared OMol25 structures with the same formula, charge and spin is 0.555 eV. Its HOMO energy is -0.3 eV.

---

Entry 8:
Here is a molecular structure, C23H20AsN5S4Se3TeW at a distorted geometry from the Open Molecules 2025 dataset. Energies are from ωB97M-V with the def2-TZVPD basis set.

Geometry as ORCA input:
```
! wB97M-V def2-TZVPD RIJCOSX def2/J DEFGRID3
* xyz 0 1
W -0.105 -0.148 -0.506
C 2.072 1.160 -5.749
C 2.258 2.171 -4.818
C 2.135 1.904 -3.463
C 1.821 0.621 -3.028
C 1.661 -0.400 -3.960
C 1.779 -0.125 -5.314
N 1.701 0.386 -1.614
C 2.807 0.545 -0.884
C 4.143 0.634 -1.398
C 5.171 0.824 -0.539
C 4.981 0.963 0.876
C 3.737 0.894 1.398
C 2.645 0.663 0.513
N 1.350 0.625 0.894
N 1.053 0.950 2.099
C -0.294 0.853 2.359
C -0.747 1.259 3.613
C -2.091 1.183 3.894
C -2.953 0.666 2.932
C -2.435 0.263 1.722
N -1.132 0.378 1.416
H 2.164 1.369 -6.806
H 2.505 3.173 -5.145
H 2.275 2.691 -2.734
H 1.475 -1.419 -3.650
H 1.653 -0.928 -6.029
H 4.310 0.507 -2.457
H 6.181 0.846 -0.930
H 5.838 1.113 1.518
H 3.547 0.999 2.455
H -0.018 1.625 4.321
H -2.467 1.513 4.853
H -4.012 0.556 3.115
H -3.063 -0.196 0.976
Se 0.166 2.521 -0.777
Se -1.720 3.689 -0.220
Te -3.117 2.825 -2.104
Se -2.562 0.415 -1.460
S 3.100 -2.549 -1.263
As 1.047 -2.396 -1.267
S -1.017 -0.274 -2.757
S 0.373 -2.029 0.829
S -0.136 -3.707 -2.362
N -2.551 -2.409 -0.496
C -2.640 -3.492 0.450
C -2.734 -4.813 0.019
C -2.798 -5.849 0.936
C -2.771 -5.582 2.299
C -2.684 -4.269 2.734
C -2.616 -3.232 1.814
H -2.058 -2.754 -1.326
H -3.491 -2.166 -0.794
H -2.737 -5.022 -1.044
H -2.863 -6.872 0.586
H -2.805 -6.394 3.014
H -2.650 -4.049 3.794
H -2.531 -2.212 2.161
*
```

The HOMO-LUMO gap is 0.18599 hartree. The value obtained for the energy above the lowest of the compared OMol25 structures with the same formula, charge and spin is 1.814 eV. Its HOMO energy is -7.2 eV.